<one>
Molecular formula: C4H5NOS
Method: DFT, wB97M-V/def2-TZVPD

Geometry as XYZ:
```
12
C4H5NOS wB97M-V/def2-TZVPD
S -0.309 1.512 0.990
O 0.732 -1.569 -1.135
N 0.703 0.329 0.111
C 2.195 0.516 -0.019
C -2.497 -1.226 -0.416
C -1.383 -0.888 -0.552
C 0.109 -0.755 -0.521
H 2.454 1.291 -1.006
H -0.531 0.578 2.045
H 2.669 0.726 1.084
H -3.499 -1.770 -0.173
H 2.521 -0.645 -0.432
```

Computed properties:
- SMILES: C#CC(=O)N(C)S
- HOMO: -0.3478 hartree

Atomic partial charges in e from the Mulliken method, atoms 1 to 2: S -0.139; O -0.545

<two>
Molecular formula: C4H5NOS
Method: DFT, wB97M-V/def2-TZVPD

Geometry as XYZ:
```
12
C4H5NOS wB97M-V/def2-TZVPD
S -0.442 -1.538 -0.205
O 2.040 -2.025 0.042
N -1.334 -0.142 0.130
C 1.156 1.408 -0.276
C 1.306 -1.053 0.010
C -2.589 -0.276 0.112
C 1.745 0.312 0.176
H 2.692 0.315 0.713
H 1.625 2.383 -0.195
H -3.087 -1.208 -0.167
H -3.310 0.489 0.423
H 0.199 1.334 -0.761
```

Computed properties:
- SMILES: C=CC(=O)SN=C
- HOMO: -0.3419 hartree

Atomic partial charges in e from the Mulliken method, atoms 1 to 2: S 0.012; O -0.513

Of them, <one> has the lowest stability.